No. 1
{
  "formula": "C5H16N4O",
  "method": "the ωB97M-V functional and the def2-TZVPD basis",
  "total_charge": 2,
  "gap_ev": 10.02,
  "lumo_ev": -5.905,
  "de_lowest_ev": 1.482,
  "homo_energy_ev": -15.92,
  "symbols": ["C", "C", "C", "C", "C", "N", "N", "N", "N", "O", "H", "H", "H", "H", "H", "H", "H", "H", "H", "H", "H", "H", "H", "H", "H", "H"],
  "positions_angstrom": [[0.313, 0.189, -0.083], [-1.172, 1.190, 0.547], [1.433, 0.439, 2.221], [-3.378, 0.924, 1.672], [0.458, -0.660, -1.182], [-1.341, 2.433, 0.357], [1.947, -2.683, -3.524], [1.487, 0.406, 0.761], [-1.977, 0.367, 1.171], [1.567, -1.267, -1.370], [2.405, 0.703, 2.559], [0.585, 0.961, 2.486], [1.292, -0.593, 2.560], [-3.014, 1.788, 2.311], [-3.861, 1.075, 0.699], [-3.962, 0.263, 2.228], [-0.342, -0.649, -2.002], [-0.526, 2.915, 0.026], [-2.213, 2.817, 0.712], [1.126, -3.335, -3.384], [2.067, -2.355, -4.504], [2.111, -0.421, 0.369], [1.897, 1.264, 0.329], [2.843, -3.138, -3.403], [-1.643, -0.652, 0.970], [1.898, -1.981, -2.524]],
  "forces_ev_per_a": [[-3.59, 1.55, 1.03], [3.37, -6.19, -1.25], [0.72, -2.77, -0.59], [3.52, 0.87, -1.63], [-1.04, 1.82, -0.31], [-0.05, 1.31, 0.02], [-0.19, 0.06, 0.97], [1.75, -0.99, -3.40], [-0.41, -1.77, -0.18], [0.26, -0.30, 0.14], [0.45, 0.94, 0.63], [-1.28, 1.67, 1.07], [-0.14, 0.13, -0.10], [-1.23, -0.72, -0.92], [-0.32, 0.85, 0.66], [-0.36, -1.41, 1.01], [0.81, -0.29, 1.33], [-0.45, 0.99, -0.25], [0.49, 0.83, -0.31], [1.49, 0.61, -0.71], [-0.95, 0.33, 0.92], [-0.85, 1.64, 0.83], [0.27, -0.64, 0.99], [0.00, -0.95, 0.38], [-1.53, 2.27, 1.02], [-0.73, 0.15, -1.34]],
  "mulliken_charge": [-0.8367, 0.4516, -0.8472, -0.8236, 0.4476, -0.3087, -0.6417, -0.1262, -0.1776, -0.7639, 0.3845, 0.3608, 0.3305, 0.2902, 0.3842, 0.3111, 0.3367, 0.2417, 0.2484, 0.3780, 0.3433, 0.4306, 0.4144, 0.3754, 0.3640, 0.4327]
}

=====

No. 2
{
  "formula": "C28H77N7O7",
  "method": "the ωB97M-V functional and the def2-TZVPD basis",
  "gap_ev": 9.34,
  "lumo_ev": 0.469,
  "de_lowest_ev": 4.720,
  "smiles": "COC[C@H](C)N.COC[C@H](C)N.COC[C@H](C)N.COC[C@H](C)N.COC[C@H](C)N.COC[C@H](C)N.COC[C@H](C)N",
  "homo_energy_ev": -8.87,
  "symbols": ["C", "O", "C", "C", "C", "N", "H", "H", "H", "H", "H", "H", "H", "H", "H", "H", "H", "C", "O", "C", "C", "C", "N", "H", "H", "H", "H", "H", "H", "H", "H", "H", "H", "H", "C", "O", "C", "C", "C", "N", "H", "H", "H", "H", "H", "H", "H", "H", "H", "H", "H", "C", "O", "C", "C", "C", "N", "H", "H", "H", "H", "H", "H", "H", "H", "H", "H", "H", "C", "O", "C", "C", "C", "N", "H", "H", "H", "H", "H", "H", "H", "H", "H", "H", "H", "C", "O", "C", "C", "C", "N", "H", "H", "H", "H", "H", "H", "H", "H", "H", "H", "H", "C", "O", "C", "C", "C", "N", "H", "H", "H", "H", "H", "H", "H", "H", "H", "H", "H"],
  "positions_angstrom": [[-25.822, 4.242, 0.697], [-25.867, 5.450, 1.465], [-27.120, 5.895, 1.721], [-27.062, 7.345, 2.189], [-28.536, 7.800, 2.463], [-26.332, 8.192, 1.282], [-26.307, 4.285, -0.296], [-26.325, 3.421, 1.281], [-24.711, 4.065, 0.521], [-27.762, 5.878, 0.841], [-27.574, 5.211, 2.455], [-26.510, 7.330, 3.136], [-29.079, 7.240, 3.186], [-29.076, 7.700, 1.545], [-28.649, 8.840, 2.795], [-26.587, 8.141, 0.320], [-25.475, 7.704, 1.197], [-25.100, 7.818, -7.375], [-25.393, 6.700, -8.188], [-24.157, 6.232, -8.716], [-24.236, 4.789, -9.201], [-22.915, 4.228, -9.690], [-25.130, 4.864, -10.296], [-24.517, 7.522, -6.492], [-25.999, 8.320, -7.003], [-24.636, 8.583, -7.942], [-23.961, 6.843, -9.532], [-23.379, 6.185, -7.990], [-24.599, 4.244, -8.399], [-23.031, 3.202, -10.116], [-22.180, 4.239, -8.852], [-22.511, 4.747, -10.566], [-24.686, 5.507, -10.928], [-25.942, 5.389, -10.115], [-25.337, 11.656, -4.307], [-25.541, 11.562, -2.887], [-26.286, 10.454, -2.419], [-25.513, 9.149, -2.487], [-25.393, 8.478, -3.838], [-26.258, 8.259, -1.636], [-26.170, 11.180, -4.847], [-24.367, 11.220, -4.600], [-25.358, 12.730, -4.573], [-26.647, 10.815, -1.418], [-27.215, 10.340, -2.933], [-24.536, 9.331, -2.026], [-26.326, 8.550, -4.349], [-25.045, 7.442, -3.847], [-24.634, 8.962, -4.429], [-25.405, 7.774, -1.347], [-26.783, 7.638, -2.252], [-28.314, 6.135, -2.012], [-27.824, 6.421, -3.279], [-27.348, 5.283, -3.967], [-26.809, 5.519, -5.357], [-27.854, 6.185, -6.318], [-26.173, 4.384, -5.983], [-27.658, 5.375, -1.510], [-29.267, 5.774, -2.111], [-28.445, 6.968, -1.289], [-26.642, 4.880, -3.295], [-28.337, 4.754, -4.023], [-26.028, 6.238, -5.211], [-28.700, 5.509, -6.359], [-27.551, 6.526, -7.343], [-28.205, 7.030, -5.843], [-25.707, 4.587, -6.841], [-26.943, 3.754, -6.180], [-23.912, 4.665, -2.593], [-23.354, 3.486, -3.030], [-22.218, 3.827, -3.862], [-22.687, 4.134, -5.252], [-23.369, 3.019, -6.021], [-21.512, 4.577, -6.009], [-24.318, 5.281, -3.407], [-23.252, 5.220, -2.021], [-24.829, 4.454, -2.046], [-21.683, 4.669, -3.492], [-21.579, 2.918, -3.940], [-23.354, 4.967, -5.204], [-24.297, 2.723, -5.563], [-22.827, 2.124, -5.795], [-23.418, 3.102, -7.089], [-21.685, 5.206, -6.821], [-20.841, 3.859, -6.324], [-26.635, 0.803, -6.736], [-27.277, 1.369, -7.842], [-26.355, 1.774, -8.865], [-26.011, 0.528, -9.730], [-25.305, 0.979, -10.950], [-27.222, -0.219, -10.064], [-26.084, 1.502, -6.121], [-25.869, 0.056, -7.012], [-27.442, 0.442, -6.099], [-26.800, 2.562, -9.457], [-25.475, 2.298, -8.409], [-25.342, -0.130, -9.177], [-25.967, 1.279, -11.734], [-24.604, 0.134, -11.292], [-24.656, 1.850, -10.784], [-27.772, 0.448, -10.558], [-27.714, -0.409, -9.176], [-26.554, 2.226, -3.218], [-26.853, 2.569, -1.850], [-28.187, 2.240, -1.541], [-28.308, 0.799, -0.995], [-29.665, 0.373, -0.410], [-27.219, 0.706, -0.054], [-25.564, 2.586, -3.372], [-27.273, 2.698, -3.876], [-26.565, 1.147, -3.243], [-28.528, 2.980, -0.809], [-28.827, 2.287, -2.401], [-28.000, 0.035, -1.728], [-29.901, -0.603, -0.627], [-30.491, 0.960, -0.835], [-29.729, 0.575, 0.676], [-27.382, 1.244, 0.822], [-26.485, 1.302, -0.468]],
  "forces_ev_per_a": [[1.07, -0.15, 0.56], [1.98, -1.06, -1.48], [-1.65, 0.33, 0.64], [-1.59, -0.34, 1.24], [1.26, 0.93, -0.45], [0.06, 0.34, 0.81], [0.04, 0.35, 0.51], [0.67, 0.47, -0.51], [-1.54, -0.20, 0.34], [-0.15, -0.15, -0.52], [-0.34, 0.27, 0.21], [-0.05, 0.19, 0.00], [-0.06, -0.95, 0.74], [-0.49, 0.07, -0.76], [0.48, -0.13, -0.26], [-1.37, 0.28, -0.78], [1.62, -0.17, 0.28], [-0.98, -0.11, 0.95], [0.39, -0.40, 0.48], [-0.12, -1.72, 1.18], [0.46, 2.42, -1.24], [0.61, -0.66, 0.20], [-0.51, -1.48, -2.23], [0.15, 0.15, -0.28], [-0.30, -0.60, -0.10], [1.09, 0.72, -0.61], [1.17, 1.27, -1.49], [0.77, 0.96, 1.04], [-0.89, -1.49, 1.35], [-0.09, 0.53, 0.84], [-0.29, -0.21, -0.79], [-0.05, 0.52, 0.36], [0.42, -0.15, -0.88], [-1.54, 0.35, 0.98], [-0.33, 0.36, 0.55], [0.11, 0.47, -1.01], [0.51, 1.41, 0.28], [-0.45, 1.02, 0.28], [1.30, 0.86, -0.49], [0.96, -1.20, 0.70], [0.27, -0.06, 0.04], [-0.38, 0.10, 0.01], [0.18, -0.51, 0.18], [0.96, -1.10, -0.44], [-0.86, -0.12, -1.03], [0.01, 0.06, -0.21], [-0.77, -0.15, -0.49], [-0.29, -0.04, 0.71], [0.19, 0.50, -0.52], [-1.08, -1.26, 0.76], [0.36, 0.10, 0.32], [1.70, -0.49, 1.58], [0.81, 2.89, -0.80], [-2.95, -0.46, -0.10], [0.28, 2.25, -1.90], [0.66, -1.24, -0.15], [-1.07, -1.39, 1.79], [-0.57, 0.47, -0.26], [-2.61, -1.54, -0.17], [0.68, 0.12, -1.01], [0.91, -1.37, 0.30], [1.13, -1.09, -0.21], [0.59, 0.63, 0.02], [-0.31, -0.26, -0.42], [0.19, -0.93, 1.06], [-0.96, 2.05, 1.12], [-0.01, 0.62, -0.45], [0.29, -0.50, -0.44], [-2.86, -0.12, -0.80], [1.44, -0.37, -0.65], [-1.03, -2.48, -0.43], [0.68, 0.19, -2.28], [-0.02, -1.18, 1.94], [1.15, 1.13, -1.02], [0.43, 0.15, -0.25], [1.35, 1.27, 1.33], [0.18, -0.31, 0.51], [0.55, 0.60, 0.55], [-0.20, 0.60, 0.44], [-0.47, 0.81, -0.02], [-0.82, 0.48, -0.21], [1.03, -0.80, -0.27], [-0.14, 0.47, -0.37], [-0.08, -0.85, 1.14], [-0.88, 0.29, 0.46], [0.11, -0.36, 0.37], [0.38, 1.00, -0.38], [0.35, -0.51, 0.82], [-0.27, 0.75, 1.08], [2.59, -1.06, -0.89], [0.54, -0.44, 0.98], [0.18, 0.81, 0.03], [-0.64, -0.24, 0.07], [0.23, -0.58, -0.03], [-0.58, -0.02, -0.35], [-0.29, -0.80, -0.18], [-0.05, -0.04, 0.23], [-0.54, -0.04, -0.62], [-1.19, 1.26, 0.02], [-0.16, -0.17, 0.23], [-0.94, 0.29, -0.53], [0.22, 0.14, -0.78], [-0.15, -0.15, 1.54], [-0.36, 0.51, -0.93], [-1.00, -0.62, 0.18], [0.60, 0.10, 0.45], [0.24, 3.21, 0.50], [1.31, 0.46, 1.94], [0.74, 0.22, -0.50], [-0.04, -0.17, -0.28], [-0.06, -0.46, -0.69], [-0.10, -0.25, 0.17], [-0.36, 0.55, -0.81], [-0.46, 0.56, -0.47], [-0.27, -2.42, -0.21], [0.20, 0.07, -0.13], [0.24, -0.29, -0.45], [-0.47, -0.67, -0.62], [-0.02, -0.88, 0.21]],
  "mulliken_charge": [-0.6176, -0.3383, -0.3655, 0.2377, -1.4988, -0.6513, 0.0467, 0.2269, 0.2437, -0.0487, 0.4873, 0.4295, 0.4226, 0.2724, 0.3523, 0.4312, 0.3639, -0.8340, -0.2746, -1.2066, 3.4607, -1.4712, -0.6553, 0.2196, 0.2175, 0.5361, 0.5169, 0.4432, -2.3000, 0.1118, 0.1631, 0.5351, 0.3547, 0.2960, -0.6464, -0.4409, -1.0508, 0.2190, -0.5101, -0.3485, 0.2610, 0.2337, 0.2748, 0.3097, 0.4427, 0.5314, 0.4290, -0.5133, 0.5445, 0.2023, 0.1948, -0.9439, -0.6435, 0.4029, 1.7405, -2.0561, 1.0662, 0.1144, 0.5997, 0.4433, -0.6551, 0.2836, -1.1636, 0.4986, 0.1696, 0.5257, -0.8235, 0.1702, 0.1237, -0.3692, -1.1827, 1.8086, -0.6157, -0.6805, 0.0724, 0.8463, -0.8521, 0.3877, 0.3800, -0.8488, -0.2840, 0.6548, 0.0880, 0.1601, 0.2840, -0.0376, -0.5112, -0.1103, 0.2156, -1.0668, -0.7702, -0.2894, 0.2958, 0.2774, 0.4433, -0.1558, 0.3148, 0.3988, 0.2740, 0.0640, 0.3042, 0.3432, -0.8738, -0.0123, -0.8890, 0.4351, -1.4214, -0.8080, -0.0223, 0.3093, 0.6009, 0.4391, 0.3986, 0.2545, 0.3755, 0.3384, 0.3221, 0.2766, 0.3451]
}

=====

No. 3
{
  "formula": "C13H20F6N2O4",
  "method": "the ωB97M-V functional and the def2-TZVPD basis",
  "gap_ev": 10.40,
  "lumo_ev": 0.613,
  "smiles": "O=C(NCCCCO)C(F)(F)C(F)(F)C(F)(F)C(=O)NCCCCO",
  "homo_energy_ev": -9.79,
  "symbols": ["O", "C", "N", "C", "C", "C", "C", "O", "C", "F", "F", "C", "F", "F", "C", "F", "F", "C", "O", "N", "C", "C", "C", "C", "O", "H", "H", "H", "H", "H", "H", "H", "H", "H", "H", "H", "H", "H", "H", "H", "H", "H", "H", "H", "H"],
  "positions_angstrom": [[0.571, 0.422, 1.371], [-0.168, 1.264, 0.891], [-1.476, 1.336, 1.020], [-2.255, 0.303, 1.667], [-3.044, -0.521, 0.646], [-4.166, 0.246, -0.059], [-3.707, 1.201, -1.162], [-3.345, 2.455, -0.596], [0.428, 2.431, 0.041], [0.609, 3.534, 0.799], [-0.459, 2.799, -0.926], [1.745, 2.033, -0.673], [1.996, 2.906, -1.662], [1.503, 0.843, -1.297], [3.007, 1.905, 0.238], [3.840, 2.923, -0.044], [2.670, 2.057, 1.543], [3.712, 0.526, -0.020], [4.606, 0.443, -0.822], [3.185, -0.449, 0.722], [3.476, -1.841, 0.446], [2.409, -2.447, -0.472], [1.065, -2.637, 0.236], [-0.085, -2.847, -0.753], [-0.559, -1.636, -1.302], [-2.041, 2.015, 0.496], [-1.565, -0.342, 2.213], [-2.936, 0.786, 2.372], [-2.353, -0.923, -0.096], [-3.489, -1.360, 1.184], [-4.835, -0.483, -0.517], [-4.743, 0.821, 0.668], [-2.857, 0.767, -1.703], [-4.529, 1.358, -1.871], [-3.022, 3.037, -1.292], [2.357, -0.249, 1.273], [4.452, -1.875, -0.043], [3.522, -2.381, 1.393], [2.296, -1.782, -1.331], [2.766, -3.410, -0.842], [1.125, -3.498, 0.903], [0.825, -1.758, 0.835], [0.226, -3.531, -1.555], [-0.946, -3.284, -0.243], [0.188, -1.155, -1.675]],
  "forces_ev_per_a": [[-0.03, -0.14, 0.20], [0.26, 0.53, -0.33], [-0.55, 0.24, -0.03], [-0.04, -0.40, 0.03], [-0.08, 0.18, 0.18], [0.35, 0.09, -0.20], [-0.36, -0.41, -0.21], [-0.07, 0.39, 0.11], [-0.20, -0.06, 0.05], [0.19, -0.08, 0.06], [0.07, -0.19, -0.12], [-0.16, 0.09, -0.27], [-0.06, 0.21, 0.23], [-0.09, -0.08, 0.09], [0.49, 0.05, -0.02], [0.01, -0.23, -0.18], [-0.04, -0.17, -0.02], [-0.36, 0.68, 0.52], [0.26, -0.01, -0.39], [-0.12, -0.42, 0.41], [0.07, -0.08, -0.36], [0.00, 0.00, 0.35], [-0.08, -0.03, -0.40], [0.17, -0.35, 0.38], [0.04, 0.43, -0.28], [0.44, -0.04, 0.02], [-0.10, 0.11, 0.02], [0.04, -0.09, 0.06], [0.01, -0.06, 0.06], [0.00, -0.08, 0.02], [-0.07, 0.04, -0.01], [-0.17, 0.00, 0.00], [-0.06, 0.01, 0.01], [0.11, -0.03, 0.05], [-0.01, -0.02, 0.03], [0.14, 0.22, -0.15], [-0.06, -0.05, 0.16], [0.08, -0.04, -0.04], [0.07, 0.00, -0.10], [0.00, -0.02, -0.10], [0.02, -0.05, 0.08], [-0.07, -0.06, 0.05], [-0.07, -0.02, 0.10], [0.07, -0.04, -0.06], [-0.05, 0.02, 0.00]],
  "mulliken_charge": [-0.7986, 0.0060, -0.0424, -0.8837, -0.1171, -0.7857, -0.4303, -0.6461, 1.0179, -0.3252, -0.3045, 0.4883, -0.3377, -0.2555, 0.8061, -0.3268, -0.2942, 0.2349, -0.6464, -0.0649, -1.0706, -0.4105, -0.0764, -0.6773, -0.5083, 0.4051, 0.3888, 0.4068, -0.1071, 0.4158, 0.3864, 0.3176, 0.2423, 0.4355, 0.3190, 0.3784, 0.4370, 0.3744, 0.2529, 0.3966, 0.3741, 0.0402, 0.3231, 0.3767, 0.2855]
}